DFT (the ωB97M-V functional and the def2-TZVPD basis) results for the molecule C5H15N3.

Summary:
- Orbital gap: 9.636 eV
- Relative energy (zero: lowest compared OMol25 entry of this formula, charge and spin): 155.2 kJ/mol
- Energy: -363.7280 Eh
- HOMO: -8.45 eV

The geometry in XYZ format:
```
23
Properties=species:S:1:pos:R:3:forces:R:3
N 1.01165 1.71323 1.87265 -0.6 -0.8 -0.3
N -1.16764 1.21709 0.88074 1.1 0.0 1.5
N 1.30505 -1.96643 -0.33524 0.6 -0.9 0.1
C -1.25130 -0.16067 -1.23911 1.2 -0.7 0.4
C -0.24374 0.96489 2.03419 -0.7 0.5 -1.2
C 0.28552 -0.07868 -1.44816 -0.4 0.8 -0.3
C -1.64384 0.01003 0.23323 -1.7 0.2 -0.3
C 1.03346 -1.37580 -1.65719 0.4 -0.2 0.8
H 0.89440 2.52183 1.28821 0.0 0.4 0.2
H -1.59491 -1.15669 -1.52494 -0.1 0.1 -0.3
H 1.96459 -2.74403 -0.42046 -0.5 0.1 -0.1
H 0.69572 0.45704 -0.58711 0.3 -0.3 0.2
H -1.47324 -0.85520 0.88120 1.0 -0.1 -0.4
H -1.69562 0.57094 -1.91033 -0.5 0.1 0.3
H 1.93144 -1.19340 -2.25139 0.3 0.1 0.1
H 0.48798 -2.14489 -2.21196 -0.3 0.3 0.0
H 0.01412 -0.08370 2.00629 -0.1 -0.4 0.4
H 1.76613 -1.35663 0.33277 -0.2 0.5 -0.4
H -0.81706 1.21915 2.92818 0.4 -0.1 0.3
H -0.67740 1.89531 0.31917 -0.4 -0.3 -0.8
H -2.74723 -0.03123 0.28938 0.0 0.5 -0.3
H 1.39107 1.94254 2.76565 0.3 0.5 0.4
H 0.53084 0.63531 -2.24578 -0.3 -0.4 -0.3
```
Positions in Å, forces in eV/Å.

DFT (the ωB97M-V functional and the def2-TZVPD basis) results for a cluster of 2 separate species, C3H7N3 in total.

Summary:
- Orbital gap: 8.412 eV
- Relative energy (zero: lowest compared OMol25 entry of this formula, charge and spin): 261.4 kJ/mol
- Energy: -282.6747 Eh
- HOMO: -8.65 eV

The geometry in XYZ format:
```
13
Properties=species:S:1:pos:R:3:forces:R:3
N 0.44610 -1.40266 0.48843 0.0 0.2 0.1
N -1.95907 -0.41057 -0.10397 -0.2 0.1 -0.1
N 3.66113 1.76820 -0.69481 -0.8 -0.5 0.1
C 2.65536 1.21430 -0.47690 1.1 0.6 -0.2
C -0.84562 0.52585 -0.04434 0.1 0.0 0.1
C 0.41601 -0.11737 0.42315 0.0 -0.2 -0.2
H -0.57777 0.92958 -1.03162 0.0 0.0 0.1
H 1.31048 -1.89103 0.69310 -0.1 0.1 0.0
H 1.40001 0.49708 0.38557 -0.2 -0.1 0.1
H -1.03764 1.40738 0.57933 0.0 -0.1 -0.1
H -0.40966 -1.91930 0.27377 0.1 0.1 0.1
H -2.69504 -0.14173 0.53829 0.1 -0.1 -0.1
H -2.36429 -0.45973 -1.02998 0.0 0.0 0.1
```
Positions in Å, forces in eV/Å.

DFT (the ωB97M-V functional and the def2-TZVPD basis) results for a cluster of 12 separate species, C12H48O12 in total.

Summary:
- Orbital gap: 9.912 eV
- Relative energy (zero: lowest compared OMol25 entry of this formula, charge and spin): 587.0 kJ/mol
- Energy: -1388.6256 Eh
- HOMO: -9.56 eV

The geometry in XYZ format:
```
72
Properties=species:S:1:pos:R:3:forces:R:3
O 7.25172 4.54312 -13.03874 -0.3 -0.1 0.4
O 7.12131 7.04192 -14.20283 -0.3 0.0 0.4
O 10.01187 2.17571 -15.52316 0.1 0.2 0.1
O 9.76193 7.55895 -14.17596 -0.2 -0.3 0.1
O 6.36480 5.12229 -16.34681 0.0 -0.3 -0.9
O 3.71489 3.82214 -14.70499 0.2 -1.0 0.4
O 5.62859 3.66648 -8.35317 -0.2 0.2 -0.6
O 5.91985 2.08794 -14.07080 1.3 0.4 0.3
O 7.19391 1.26088 -9.87991 0.0 0.0 0.4
O 6.38339 8.20186 -9.79950 -0.3 -1.1 -0.3
O 12.57853 3.54231 -11.36043 0.0 -0.6 0.0
O 11.25208 6.76185 -8.69326 0.1 0.3 0.5
C 9.37670 1.32432 -14.59329 0.1 -0.9 -0.2
C 5.59143 5.95937 -17.19810 -1.4 0.5 1.3
C 6.38581 7.14995 -8.80778 0.6 1.7 1.3
C 7.05121 0.36041 -10.95750 0.1 -0.2 -1.3
C 7.81458 4.19689 -11.77400 0.7 -0.3 -0.3
C 11.35690 3.14642 -11.95975 -0.2 0.3 -1.0
C 4.61981 3.91351 -9.31528 -0.6 -0.5 -0.9
C 10.27202 5.76304 -8.43883 0.4 -0.1 -1.7
C 10.48865 6.84971 -13.20967 0.5 -0.2 0.6
C 3.86333 4.80523 -13.69188 -0.8 0.3 -0.4
C 5.68089 1.01065 -14.96605 -1.9 0.0 0.8
C 6.74556 8.12398 -13.33188 -0.4 -0.7 0.4
H 3.82625 4.56095 -8.94971 0.2 0.0 0.4
H 10.76885 2.37315 -11.45205 0.2 0.3 0.6
H 4.62618 0.78908 -14.76119 -0.1 -0.4 -0.8
H 6.18070 0.08949 -14.67421 0.6 0.4 0.2
H 6.21156 8.88635 -13.89140 0.4 0.1 -0.2
H 4.94788 4.33972 -10.27337 0.6 0.4 0.3
H 7.23199 0.93000 -11.87190 -0.2 0.1 0.0
H 7.25427 3.41802 -11.25565 -0.3 0.3 0.1
H 10.79591 4.07127 -12.09530 -0.2 -0.3 0.2
H 5.59895 5.83566 -18.27852 1.1 -0.4 0.1
H 10.08031 0.52383 -14.34362 0.1 0.1 0.2
H 13.24872 2.93377 -11.68531 0.1 0.1 0.2
H 10.25746 5.78200 -13.16764 -0.3 0.0 -0.1
H 7.31390 8.44475 -9.81133 -0.1 0.3 -0.3
H 5.77875 6.99403 -16.90271 0.1 0.2 -0.5
H 8.82622 7.23805 -14.15886 0.8 0.4 -0.4
H 4.15614 2.97938 -9.65712 -0.2 -0.1 0.4
H 7.19052 6.25456 -13.62747 -0.1 -0.2 -0.3
H 11.56807 6.87440 -13.37833 -0.1 0.3 -0.5
H 6.38503 5.60256 -15.51028 0.3 0.0 0.0
H 10.72045 4.83035 -8.08429 -0.2 0.2 0.6
H 7.57612 0.83364 -9.10843 -0.1 -0.2 -0.1
H 8.81427 3.78023 -11.93536 -0.1 0.1 0.1
H 6.06304 -0.09530 -11.05498 -0.2 0.2 0.4
H 11.77405 6.49916 -9.45478 0.0 -0.1 0.0
H 4.18247 4.27242 -12.79809 0.4 0.1 -0.1
H 6.13028 2.94237 -8.74695 0.3 0.0 0.2
H 9.07223 1.81778 -13.66701 0.0 0.2 -0.1
H 10.39056 7.27488 -12.20251 -0.3 0.0 0.1
H 9.48769 6.20489 -7.83183 0.2 -0.3 0.3
H 6.80479 3.75064 -13.36428 0.2 -0.1 -0.3
H 4.52161 5.80091 -16.97643 0.0 0.0 0.1
H 5.41512 6.87590 -8.40014 -0.3 0.0 -0.9
H 5.31604 2.82540 -14.25683 -0.4 -0.5 -0.6
H 9.85103 5.49395 -9.41983 -0.4 -0.1 0.3
H 6.04770 7.75771 -12.57406 0.0 0.0 0.0
H 6.82190 7.70309 -7.96267 0.3 -0.9 0.4
H 8.52219 0.80282 -15.03038 -0.2 0.2 0.1
H 7.76410 -0.46655 -11.02445 0.2 0.1 0.6
H 5.81675 1.22223 -16.02506 0.3 0.2 0.0
H 9.41634 2.36891 -16.24942 -0.1 0.1 0.1
H 3.30125 4.09006 -15.52565 0.0 0.6 0.1
H 4.55539 5.58122 -14.02139 0.2 0.0 0.4
H 2.90723 5.26702 -13.42698 0.0 0.1 -0.1
H 7.91942 5.10095 -11.17618 -0.2 0.0 0.1
H 11.48684 2.74092 -12.97074 0.3 0.2 0.0
H 7.63041 8.48106 -12.80615 0.0 0.4 -0.2
H 6.99057 6.27994 -9.06290 -0.2 0.0 -0.2
```
Positions in Å, forces in eV/Å.

Look up the HOMO of the third one.
-9.56 eV

Which of these has the lowest orbital gap?
C3H7N3

Which formula does entry 1 have?
C5H15N3